20
Properties=species:S:1:pos:R:3:forces:R:3 method="wB97M-V/def2-TZVPD" charge=+1 homo_ev="-14.022 / -14.010" total_energy_ha=-473.47119 multiplicity=2 e_above_lowest_ev=1.286 orbital_gap_ev="10.67 / 6.02" lumo_energy_ev="-3.354 / -7.989" s_squared=0.7720
H 2.543654 3.332819 1.660158 -0.03 -0.05 -0.17
C 2.732848 2.722092 0.775070 1.17 -0.06 -0.05
H -0.703886 -2.145845 1.986645 0.39 -0.47 0.14
O 1.687185 0.544583 0.446972 0.10 -0.16 0.00
H -1.370718 0.470451 -2.377918 -0.36 -0.18 0.06
H -0.033457 -0.624433 0.499196 -0.10 -0.24 -0.51
H 3.695693 2.226512 0.849106 -0.07 -0.28 0.38
H -1.670323 -3.109042 0.857315 -0.14 0.18 -0.05
N -0.616754 -1.382782 0.091401 -0.71 1.58 0.84
H 2.869119 3.371327 -0.090684 -0.54 0.14 0.01
O 0.452041 2.387388 0.512748 -0.09 -0.28 -0.29
C -1.147877 -1.043284 -1.095295 0.36 -1.06 -0.17
N -1.743685 -1.981085 -1.833969 -0.31 -0.98 0.31
H -2.158661 -1.449167 1.504374 -0.32 -0.33 -0.53
H -1.704314 -2.054577 -2.839361 -0.24 0.73 -0.07
C -1.359837 -2.103033 1.131568 0.50 -0.04 0.44
H -0.181316 1.728051 0.177478 -0.10 0.29 0.11
H -1.839990 -2.890976 -1.398760 0.10 0.05 -0.12
N -1.087532 0.251063 -1.420884 1.16 0.79 -0.31
C 1.637811 1.749939 0.564842 -0.78 0.35 -0.02